# 1
The following is a quantum chemistry calculation of a structure of composition C24H41FeN10O4S3, from the Open Molecules 2025 dataset.

The geometry in XYZ format:
```
83
Properties=species:S:1:pos:R:3:forces:R:3
Fe 10.519 13.655 12.960 -0.32 -1.50 0.35
C 7.636 14.740 13.938 1.66 0.31 -1.41
C 8.867 15.370 14.653 -0.07 -0.92 -0.88
N 9.954 14.318 14.884 -1.06 0.45 0.85
C 9.433 13.226 15.810 -0.16 -0.15 -1.20
C 9.189 11.856 15.140 0.22 -1.13 -0.76
N 9.263 11.838 13.633 -0.74 0.12 0.31
C 7.940 11.681 12.926 1.12 -0.70 -0.50
C 7.529 12.926 12.166 -0.61 1.22 -1.10
N 8.235 14.137 12.656 -0.15 1.28 0.52
H 6.934 15.577 13.707 0.27 -0.84 0.16
H 7.127 13.916 14.419 -0.05 0.13 0.52
H 8.561 15.854 15.570 0.12 0.25 0.28
H 9.223 16.114 13.889 0.08 -0.43 1.03
H 10.770 14.760 15.316 -0.42 -0.09 0.00
H 8.501 13.560 16.239 -0.21 0.28 0.19
H 10.081 12.966 16.619 0.78 0.64 0.55
H 8.215 11.459 15.546 0.93 0.16 -0.67
H 9.984 11.115 15.381 -0.54 0.72 0.55
H 9.795 11.019 13.346 -0.08 0.12 0.37
H 7.138 11.397 13.608 0.31 -0.19 0.17
H 8.117 10.844 12.202 -0.62 0.60 0.57
H 6.416 13.036 12.227 0.85 0.09 -0.09
H 7.797 12.860 11.095 -0.20 -0.21 0.54
H 8.297 14.919 11.975 -0.58 -1.04 0.22
C 11.655 17.451 9.919 0.88 -0.42 0.11
C 10.990 16.101 9.762 1.54 1.62 0.39
N 10.160 15.855 8.827 -0.75 -1.07 -0.37
N 9.836 14.518 9.013 -0.86 0.42 -1.21
C 10.493 13.945 10.023 -0.15 -0.11 0.25
S 10.463 12.334 10.489 0.32 0.61 0.82
N 11.219 15.002 10.554 0.07 0.39 -0.33
N 11.841 15.022 11.829 -0.62 0.09 -0.46
H 12.795 17.481 9.980 -1.49 -0.56 -0.19
H 11.291 17.937 10.821 -0.15 0.25 0.04
H 11.356 18.017 9.039 0.00 0.17 0.17
H 9.104 14.105 8.389 1.32 0.30 0.95
H 12.649 14.399 11.837 0.24 0.27 -0.10
H 12.096 15.987 12.138 -0.33 -1.05 -0.80
C 6.674 9.606 7.711 1.08 0.55 0.97
C 8.234 9.532 7.979 -1.52 -1.12 0.56
C 8.677 8.235 8.676 0.35 -1.10 0.08
S 7.718 7.509 10.125 -0.51 0.21 -0.25
O 8.331 8.019 11.409 0.20 -0.13 -0.79
C 8.104 5.692 9.926 -1.10 0.39 -0.12
C 9.574 5.351 9.891 0.81 -0.72 -0.54
C 10.000 4.647 11.170 0.94 0.65 1.05
H 6.410 10.608 7.324 -0.03 -0.65 0.03
H 6.079 9.397 8.622 0.45 0.33 -0.32
H 6.398 8.820 7.021 -0.04 0.02 -0.44
H 8.659 10.280 8.629 -0.38 1.01 -0.17
H 8.751 9.522 7.015 0.05 0.30 0.17
H 9.674 8.421 9.114 -0.20 -0.49 -0.35
H 8.696 7.439 7.911 0.23 0.05 0.52
H 7.527 5.367 9.034 0.38 0.41 0.29
H 7.563 5.208 10.782 0.54 0.61 -0.55
H 10.191 6.252 9.885 -0.22 0.15 -0.31
H 9.840 4.778 8.966 -0.25 0.43 0.74
H 9.444 5.171 11.961 0.19 -0.44 0.11
H 11.072 4.881 11.398 -0.79 -0.51 -0.30
H 9.845 3.567 11.266 -0.14 0.27 -0.30
O 14.807 8.293 18.103 1.95 0.94 -1.03
S 16.101 8.897 18.495 -1.47 0.27 2.90
O 17.259 9.032 17.593 -0.49 -1.69 0.07
O 16.327 8.559 19.927 0.64 0.89 -2.54
C 15.990 10.727 18.296 -0.30 -0.07 1.18
N 16.714 11.530 19.083 0.09 -2.35 0.90
C 16.973 12.723 18.690 0.22 1.42 -1.25
C 16.399 13.289 17.550 -1.31 -0.34 -1.05
C 15.479 12.422 16.875 2.01 2.18 2.37
N 15.342 11.180 17.252 -1.01 -1.05 -0.85
C 14.567 12.868 15.855 -0.80 0.33 -1.30
C 14.168 14.187 15.559 -0.15 1.19 -0.16
C 13.284 14.371 14.497 -0.31 0.85 -0.02
N 12.700 13.383 13.800 -0.63 0.08 -0.66
C 13.078 12.137 14.056 0.59 -0.24 1.90
C 13.986 11.866 15.081 -0.84 -0.45 -1.08
H 17.719 13.238 19.254 0.22 0.67 0.47
H 16.564 14.329 17.231 0.07 -0.64 0.21
H 14.443 15.131 16.115 0.09 -1.52 -0.55
H 12.970 15.394 14.148 0.42 -0.88 0.80
H 12.573 11.305 13.584 0.01 0.10 -0.43
H 14.173 10.825 15.296 0.40 -0.01 0.20
```
Forces are in eV/Å.

Summary:
**2S+1**: 5
**<S²>**: 6.01
**Orbital gap (alpha / beta)**: 5.16 / 5.04 eV
**Relative energy (zero: lowest compared OMol25 entry of this formula, charge and spin)**: 16.34 kcal/mol
**Net charge**: +1

---

# 2
The following is a quantum chemistry calculation of a structure of composition C24H42BBeCl3FIKN5NaO14S, from the Open Molecules 2025 dataset.

The geometry in XYZ format:
```
95
Properties=species:S:1:pos:R:3:forces:R:3
C -1.785 4.841 2.954 -0.03 0.34 -0.18
C -1.914 6.112 2.474 0.37 -0.36 0.49
C -1.517 6.431 1.077 1.31 1.61 -0.56
O -2.275 6.119 0.178 -0.31 1.25 1.09
O -0.354 7.075 0.753 0.15 -1.05 0.20
C 0.610 6.197 0.082 0.45 -0.62 1.41
C 1.339 5.257 1.117 0.23 0.42 -1.77
C 2.624 4.679 0.429 -0.60 -1.09 0.88
C 2.427 3.185 0.002 -0.04 1.11 -0.32
C 1.575 2.981 -1.304 0.28 -0.74 1.35
C 0.327 2.142 -0.892 -0.05 0.03 -0.08
N -0.401 1.455 -2.011 -0.18 0.68 0.71
C 0.463 0.486 -2.760 0.34 -0.93 -1.11
N 0.930 -0.584 -1.929 -0.49 0.45 -0.15
C -1.516 0.746 -1.605 -0.49 -0.32 -0.20
N -1.588 -0.018 -0.442 0.55 0.65 0.17
I -2.588 0.953 1.093 0.28 -0.12 -0.17
N -2.594 0.728 -2.375 0.49 -0.38 -0.51
B -2.870 1.391 -3.680 -0.71 0.26 -1.16
O -1.975 1.497 -4.692 0.44 0.02 1.12
O -4.172 1.830 -3.835 0.47 0.00 0.70
C -4.422 3.126 -3.265 -0.46 0.14 -0.40
H -0.807 4.370 3.058 -0.22 -0.75 -1.59
H -2.649 4.291 3.316 0.32 0.70 1.75
H -2.289 6.918 3.105 -1.66 -0.21 -0.75
H 1.382 6.792 -0.394 -0.32 0.49 0.07
H 0.146 5.591 -0.706 0.37 0.93 -0.07
H 1.610 5.849 1.988 -0.15 0.04 0.03
H 0.733 4.395 1.438 -0.12 0.35 0.09
H 2.977 5.314 -0.383 0.00 -0.05 -0.07
H 3.388 4.668 1.205 0.20 0.09 -0.18
H 3.402 2.720 -0.117 -0.03 -0.07 -0.06
H 1.938 2.688 0.842 0.14 -0.13 0.03
H 1.342 3.971 -1.704 -0.37 -0.17 -0.26
H 2.214 2.475 -2.023 -0.25 -0.09 -0.16
H 0.529 1.412 -0.104 0.52 0.06 -0.06
H -0.372 2.867 -0.445 2.70 -3.79 -0.46
H -0.157 0.072 -3.560 -0.18 0.30 -0.02
H 1.289 0.982 -3.274 -0.19 0.52 0.19
H 0.767 -0.437 -0.944 0.18 -0.22 0.07
H 1.898 -0.824 -2.115 0.29 -0.22 0.10
H -2.040 -0.905 -0.660 -0.13 -0.02 0.38
H -3.371 0.193 -2.003 -0.04 0.10 0.10
H -1.682 2.405 -4.834 -0.02 -0.08 -0.62
H -3.807 3.317 -2.380 -0.02 -0.04 0.02
H -4.243 3.885 -4.029 0.18 0.05 0.12
H -5.470 3.205 -2.987 0.03 -0.16 0.12
C -2.249 -4.585 6.269 0.16 -0.41 -0.15
O -3.323 -4.117 5.432 -0.02 -0.17 0.05
C -2.952 -3.345 4.450 -0.43 0.34 -0.21
O -1.829 -2.993 4.174 0.25 -0.03 0.00
O -4.043 -2.952 3.746 1.02 0.19 0.10
C -3.701 -2.121 2.644 -0.10 0.12 -0.02
H -2.696 -5.197 7.038 -0.16 0.06 -0.04
H -1.543 -5.179 5.682 -0.02 0.11 -0.08
H -1.740 -3.743 6.749 -0.07 0.03 0.10
H -3.061 -2.661 1.941 0.16 0.06 0.05
H -3.197 -1.210 2.981 0.11 -0.24 0.13
H -4.631 -1.858 2.147 -0.12 -0.13 0.17
F -2.294 -3.522 8.523 0.07 0.24 0.18
O 4.986 -2.436 -4.105 0.35 0.04 0.17
S 4.530 -2.707 -2.735 -0.55 0.34 -0.23
O 3.925 -1.485 -2.174 -0.39 0.12 -0.03
O 5.662 -3.131 -1.899 0.01 -0.20 -0.34
O 3.538 -3.798 -2.768 0.09 -0.02 0.25
C -7.282 -0.549 -4.118 -0.18 0.20 -0.02
Cl -7.904 -1.487 -5.488 0.01 -0.02 0.09
Cl -6.832 -1.611 -2.758 -0.08 0.36 0.26
H -6.405 0.010 -4.433 0.06 -0.15 -0.01
H -8.061 0.124 -3.778 -0.06 -0.11 0.05
K -1.393 4.162 -0.404 -2.97 0.85 -0.52
Na -7.370 -3.903 -3.933 -0.08 -0.26 -0.09
Be -4.507 -1.901 -5.039 0.34 -0.09 -0.17
Cl -6.455 -3.389 2.826 -0.86 -0.13 -0.51
N 1.171 -1.562 1.338 -0.15 0.23 -0.19
C 1.815 -2.067 0.286 0.21 -0.03 0.29
C 1.678 -3.372 -0.153 0.01 -0.17 -0.01
C 0.829 -4.210 0.553 -0.08 0.08 0.05
C 0.153 -3.706 1.657 -0.01 -0.07 -0.08
C 0.355 -2.380 2.006 -0.04 0.09 0.00
H 2.474 -1.381 -0.228 0.27 -0.20 0.06
H 2.224 -3.713 -1.022 0.03 0.03 0.02
H 0.696 -5.240 0.248 0.02 0.00 0.02
H -0.518 -4.324 2.238 0.01 0.07 0.08
H -0.154 -1.948 2.854 -0.13 -0.10 0.19
C 7.385 -4.074 0.310 -0.03 0.00 -0.03
C 8.454 -5.069 -0.083 -0.10 -0.15 -0.12
O 9.618 -4.540 0.561 -0.10 0.02 0.02
C 9.210 -3.778 1.607 0.06 0.05 0.08
O 9.934 -3.336 2.439 0.00 0.00 -0.02
O 7.871 -3.592 1.573 0.07 -0.12 -0.07
H 6.402 -4.523 0.421 -0.01 0.07 0.16
H 7.315 -3.242 -0.384 0.04 0.03 0.02
H 8.261 -6.071 0.308 0.00 0.02 0.04
H 8.601 -5.131 -1.158 0.17 0.09 0.02
```
Forces are in eV/Å.

Summary:
**Orbital gap**: 1.14 eV
**Net charge**: +1

---

# 3
The following is a quantum chemistry calculation of a structure of composition C24H42CeNP3Se, from the Open Molecules 2025 dataset.

The geometry in XYZ format:
```
72
Properties=species:S:1:pos:R:3:forces:R:3
Ce -0.117 -0.068 0.286 -0.48 1.88 -1.36
P -1.806 -0.914 2.288 0.73 0.22 -0.61
P 0.958 -2.378 -0.392 -0.75 0.44 -0.01
P -2.242 -0.933 -1.408 0.34 0.20 1.02
H 0.738 2.039 -1.081 -1.03 0.23 -0.32
C -0.355 1.780 -1.162 1.21 -0.38 -1.01
C -1.222 2.017 -0.098 -1.12 0.23 1.13
H -0.863 2.500 0.840 -0.36 0.06 -0.85
C -1.115 -0.318 3.857 -0.74 -0.33 -0.20
C -2.046 -2.688 2.524 -0.31 0.69 0.32
C -3.403 -0.113 2.157 -0.20 -0.35 0.53
C 1.925 -2.078 -1.882 0.15 -0.70 0.27
C 2.105 -2.818 0.930 -0.10 -0.25 -0.80
C -0.055 -3.812 -0.663 0.86 -0.52 -0.24
C -3.446 0.386 -1.753 0.11 -0.77 -0.33
C -3.271 -2.367 -0.956 0.16 0.53 -0.86
C -1.518 -1.300 -3.033 -0.60 -0.12 -0.02
H -0.697 1.413 -2.154 0.22 0.71 0.66
H -2.311 1.891 -0.193 0.71 0.61 0.04
H -0.911 0.754 3.804 -0.20 -0.25 0.10
H -0.203 -0.867 4.096 -0.18 0.03 0.16
H -1.920 -0.534 4.560 0.34 0.22 0.60
H -1.076 -3.158 2.705 -0.25 -0.08 0.10
H -2.537 -3.107 1.645 -0.04 -0.15 0.27
H -2.684 -2.694 3.410 -0.04 -0.89 0.00
H -3.272 0.974 2.114 -0.11 -0.23 0.07
H -3.881 -0.422 3.090 -0.72 0.39 -0.18
H -3.952 -0.468 1.280 -0.01 0.12 0.33
H 2.436 -3.034 -1.976 0.57 0.12 -0.81
H 2.624 -1.254 -1.737 0.13 -0.17 0.06
H 1.273 -1.875 -2.730 0.05 -0.19 -0.02
H 2.536 -3.711 0.477 0.65 -0.25 0.78
H 1.542 -3.040 1.838 0.19 -0.12 -0.04
H 2.838 -2.028 1.097 0.03 -0.23 0.01
H 0.735 -4.541 -0.842 -0.65 -0.93 -0.15
H -0.701 -3.686 -1.531 0.14 -0.22 0.11
H -0.630 -4.038 0.237 0.10 -0.15 -0.14
H -4.086 -0.084 -2.501 -0.46 0.56 -0.06
H -2.941 1.270 -2.149 -0.23 -0.12 -0.03
H -3.997 0.636 -0.843 -0.07 -0.02 -0.25
H -3.866 -2.508 -1.860 -0.43 -0.61 0.36
H -3.887 -2.100 -0.095 -0.07 -0.19 -0.22
H -2.643 -3.232 -0.739 -0.31 0.02 -0.07
H -2.395 -1.437 -3.670 0.41 -0.13 -0.55
H -0.911 -2.209 -2.997 -0.23 0.15 -0.18
H -0.908 -0.456 -3.375 -0.22 -0.19 -0.04
C 2.276 2.127 -5.256 0.32 -1.26 0.31
C 1.581 2.987 -4.392 -0.65 1.03 0.64
C 1.270 4.284 -4.794 -0.13 -0.51 0.72
C 1.648 4.750 -6.066 0.17 -0.44 0.00
C 2.346 3.886 -6.928 0.35 -0.62 -0.27
C 2.658 2.587 -6.529 0.21 0.64 -1.04
Se 2.726 0.331 -4.764 -0.44 1.65 -0.33
H 2.114 0.424 -3.416 0.12 0.09 -0.32
H 1.284 2.635 -3.401 0.05 0.23 -0.32
H 0.724 4.952 -4.114 0.28 -0.40 -0.30
H 1.406 5.764 -6.378 0.05 -0.21 0.07
H 2.648 4.236 -7.923 -0.12 -0.21 0.47
H 3.200 1.923 -7.205 -0.13 0.24 0.11
N 1.343 0.341 1.889 3.35 1.37 5.22
C 1.681 0.636 2.991 -1.30 -0.74 -3.75
C 1.924 0.942 4.314 0.41 0.35 1.14
C 1.111 1.867 4.995 -0.51 0.23 -0.23
C 1.278 2.032 6.355 -0.57 0.63 0.27
C 2.251 1.310 7.039 0.03 0.09 0.62
C 3.071 0.425 6.351 0.88 -0.69 0.56
C 2.926 0.234 4.992 0.33 -0.55 -0.30
H 0.318 2.416 4.459 0.61 -0.26 0.34
H 0.620 2.734 6.898 0.50 -0.46 -0.36
H 2.362 1.436 8.135 -0.05 -0.10 -0.89
H 3.841 -0.157 6.895 -0.59 0.51 -0.41
H 3.551 -0.490 4.438 -0.37 0.53 0.48
```
Forces are in eV/Å.

Summary:
**2S+1**: 2
**<S²>**: 1.05
**Orbital gap (alpha / beta)**: 6.05 / 2.69 eV
**Net charge**: +3

---

no.,F_max (eV/A)
1,3.80
2,4.68
3,6.35